Here is a structure of composition C29H75ClN5O14 in a non-equilibrium geometry from the OMol25 dataset. Energies are from ωB97M-V/def2-TZVPD.

energy above the lowest of the compared OMol25 structures with the same formula, charge and spin: 954.45 kcal/mol
energy: -79873.8565 eV
LUMO level: 2.45 eV
F_max: 19.199 eV Å⁻¹

The geometry in ORCA input format:
```
! wB97M-V def2-TZVPD RIJCOSX def2/J DEFGRID3
* xyz -1 1
Cl 22.083 27.191 -11.250
O 22.932 27.764 -10.227
O 20.762 27.638 -10.983
O 22.404 27.669 -12.560
O 22.071 25.768 -11.325
C 23.129 30.495 -4.695
O 22.735 30.287 -6.001
C 21.427 30.599 -6.454
C 21.175 30.037 -7.827
N 21.169 28.583 -7.771
C 20.701 27.808 -8.972
C 20.798 26.288 -8.714
O 19.711 25.738 -8.127
C 19.344 26.256 -6.860
H 23.170 31.538 -4.380
H 24.123 30.061 -4.581
H 22.349 29.950 -4.162
H 21.306 31.673 -6.318
H 20.745 30.028 -5.824
H 22.016 30.462 -8.375
H 20.212 30.425 -8.160
H 22.080 28.219 -7.532
H 21.257 28.165 -9.839
H 19.660 28.089 -9.131
H 21.646 25.901 -8.148
H 20.847 25.995 -9.763
H 20.145 26.525 -6.170
H 18.573 25.633 -6.407
H 18.886 27.229 -7.035
C 19.382 26.693 -13.320
O 19.510 27.677 -14.344
C 20.579 27.484 -15.397
C 21.751 28.298 -14.986
N 21.306 29.758 -14.906
C 22.378 30.505 -14.245
C 21.983 32.077 -14.296
O 20.858 32.230 -13.430
C 20.759 33.572 -12.852
H 19.376 27.203 -12.357
H 20.314 26.131 -13.263
H 18.554 25.990 -13.413
H 20.032 27.720 -16.310
H 20.928 26.456 -15.500
H 22.619 28.325 -15.645
H 22.044 27.817 -14.052
H 21.163 30.051 -15.862
H 23.205 30.434 -14.951
H 22.605 30.132 -13.246
H 21.964 32.330 -15.356
H 22.830 32.621 -13.877
H 19.747 33.960 -12.969
H 21.510 34.259 -13.244
H 21.075 33.612 -11.809
C 22.485 31.766 -17.702
O 23.580 30.899 -17.812
C 23.113 29.624 -18.002
C 24.033 28.598 -17.355
N 23.781 28.532 -15.907
C 24.242 27.312 -15.277
C 24.396 27.410 -13.781
O 25.194 28.437 -13.316
C 25.865 28.100 -12.094
H 22.926 32.762 -17.744
H 21.897 31.717 -16.785
H 21.770 31.695 -18.522
H 22.981 29.438 -19.068
H 22.094 29.433 -17.665
H 25.093 28.836 -17.452
H 23.952 27.643 -17.875
H 24.280 29.291 -15.466
H 25.202 27.142 -15.763
H 23.598 26.472 -15.535
H 24.787 26.397 -13.677
H 23.469 27.445 -13.209
H 26.567 27.274 -12.209
H 25.274 27.879 -11.206
H 26.442 29.004 -11.905
C 24.090 23.116 -14.121
O 23.742 24.454 -14.039
C 22.716 24.746 -13.106
C 21.781 25.912 -13.562
N 20.988 25.725 -14.789
C 19.902 24.864 -14.578
C 18.831 25.104 -15.739
O 17.735 24.200 -15.583
C 16.789 24.608 -14.617
H 23.244 22.527 -14.475
H 24.167 22.956 -13.045
H 25.019 22.802 -14.597
H 23.239 24.992 -12.181
H 22.139 23.912 -12.706
H 22.330 26.815 -13.828
H 21.157 26.190 -12.713
H 21.677 25.288 -15.384
H 19.319 25.134 -13.697
H 20.180 23.811 -14.513
H 19.410 24.838 -16.623
H 18.586 26.152 -15.908
H 16.350 25.528 -15.002
H 17.200 24.676 -13.609
H 15.977 23.888 -14.517
C 19.355 30.039 -10.528
C 20.362 30.237 -11.634
C 21.745 30.294 -10.946
O 22.706 30.787 -12.022
C 24.156 30.920 -11.725
N 20.412 29.212 -12.654
H 19.573 29.123 -9.978
H 18.340 30.073 -10.922
H 19.351 30.935 -9.907
H 20.278 31.227 -12.081
H 22.068 29.278 -10.719
H 21.795 31.047 -10.159
H 24.622 30.023 -11.319
H 24.324 31.734 -11.019
H 24.505 31.155 -12.730
H 21.396 29.382 -12.810
H 20.386 28.367 -12.101
C 25.168 27.562 -9.598
O 25.602 26.460 -8.776
H 25.214 27.478 -10.684
H 24.098 27.648 -9.406
H 25.718 28.481 -9.395
H 25.359 25.628 -9.190
*
```

=====

Here is a structure of composition C12H23FNNiO6P in a non-equilibrium geometry from the OMol25 dataset. Energies are from ωB97M-V/def2-TZVPD.

energy: -79615.2631 eV
LUMO level (alpha / beta): -7.35 / -10.06 eV
⟨S²⟩: 2.018
F_max: 8.584 eV Å⁻¹

The geometry in ORCA input format:
```
! wB97M-V def2-TZVPD RIJCOSX def2/J DEFGRID3
* xyz 2 3
C 3.214 -3.130 -0.957
C 2.807 -1.840 0.020
C 2.414 -0.599 -1.030
F 1.140 -1.087 -1.682
C 2.241 0.858 -0.275
C 1.085 1.747 -1.093
C -0.374 1.823 -0.384
C -1.318 0.489 -0.510
C -2.786 0.864 0.116
N -3.892 -0.066 -0.347
C -3.888 -1.211 0.658
C -5.241 0.625 -0.414
C -6.549 0.133 0.504
O -5.507 1.674 -1.240
O 3.468 1.711 -0.435
C 4.693 0.961 -0.171
O 5.430 0.588 -1.254
P 1.947 0.756 1.608
O 1.808 2.282 2.115
O 3.247 0.081 2.544
O 0.489 -0.064 2.090
H 4.285 -2.886 -1.419
H 2.401 -3.316 -1.782
H 3.365 -4.068 -0.267
H 3.810 -1.575 0.606
H 1.933 -2.095 0.755
H 3.194 -0.572 -1.933
H 1.469 2.875 -1.180
H 0.980 1.398 -2.230
H -0.972 2.679 -0.967
H -0.398 2.159 0.737
H -1.492 0.317 -1.679
H -0.842 -0.502 -0.111
H -3.065 1.940 -0.320
H -2.699 0.986 1.276
H -4.737 -1.992 0.459
H -3.892 -0.776 1.757
H -2.841 -1.754 0.520
H -6.721 -1.044 0.418
H -7.561 0.631 0.113
H -6.454 0.435 1.631
H 5.156 0.688 0.871
H 3.218 0.381 3.514
H 0.792 -0.986 2.410
Ni 6.639 0.479 -3.041
*
```

=====

Here is a structure of composition C30H28F6N2O2PtS from the OMol25 dataset. Energies are from ωB97M-V/def2-TZVPD.

energy: -69025.7854 eV
LUMO level: -0.12 eV
F_max: 0.575 eV Å⁻¹

The geometry in ORCA input format:
```
! wB97M-V def2-TZVPD RIJCOSX def2/J DEFGRID3
* xyz 0 1
Pt -0.337 -1.043 -1.205
O -0.962 0.083 -3.042
S -2.468 0.082 -3.255
C -3.011 -1.573 -2.844
C -2.111 -2.604 -3.076
C -2.477 -3.903 -2.742
C -3.730 -4.156 -2.214
C -4.635 -3.118 -2.022
C -4.278 -1.818 -2.331
C -3.139 0.980 -1.875
C -3.075 0.496 -0.574
C -3.447 1.324 0.470
C -3.888 2.615 0.211
C -3.966 3.086 -1.091
C -3.584 2.267 -2.143
H -1.149 -2.402 -3.526
H -1.764 -4.705 -2.882
H -4.010 -5.165 -1.946
H -5.614 -3.321 -1.610
H -4.967 -1.005 -2.149
H -2.758 -0.522 -0.366
H -3.385 0.961 1.487
H -4.175 3.258 1.033
H -4.315 4.090 -1.289
H -3.619 2.625 -3.164
C 1.965 1.699 5.561
C 2.952 2.311 4.579
N 2.530 2.174 3.186
C 3.247 1.205 2.366
C 3.000 -0.239 2.778
C 1.573 3.029 2.753
O 1.122 3.915 3.466
C 1.036 2.881 1.360
C 0.908 4.005 0.556
C 0.326 3.868 -0.693
C -0.139 2.620 -1.074
N -0.050 1.541 -0.302
C 0.537 1.675 0.884
H 2.349 1.779 6.578
H 1.793 0.645 5.344
H 1.013 2.224 5.513
H 3.930 1.835 4.663
H 3.076 3.373 4.793
H 4.315 1.433 2.450
H 2.982 1.357 1.321
H 3.348 -0.427 3.794
H 3.541 -0.909 2.110
H 1.941 -0.492 2.731
H 1.256 4.964 0.916
H 0.226 4.712 -1.361
H -0.588 2.467 -2.048
H 0.592 0.774 1.484
F 5.292 -2.073 -3.334
C 4.050 -1.888 -2.826
C 3.006 -1.621 -3.685
C 1.739 -1.433 -3.151
C 1.503 -1.515 -1.772
C 2.590 -1.782 -0.947
C 3.866 -1.966 -1.463
H 3.187 -1.561 -4.750
H 0.926 -1.201 -3.826
H 2.458 -1.834 0.123
H 4.712 -2.171 -0.822
F -1.769 -2.240 0.637
C -0.374 -2.158 0.417
F 0.097 -1.563 1.579
C 0.094 -3.634 0.533
F 1.326 -3.728 1.044
F -0.712 -4.342 1.338
F 0.095 -4.238 -0.658
*
```

=====

Here is a cluster of 2 separate species, C4H11N3O2 in total in a non-equilibrium geometry from the OMol25 dataset. Energies are from ωB97M-V/def2-TZVPD.

energy above the lowest of the compared OMol25 structures with the same formula, charge and spin: 36.78 kcal/mol
energy: -12891.2352 eV
LUMO level: 0.57 eV
SMILES string: CN=C(N)N.CC(=O)O
F_max: 1.648 eV Å⁻¹

The geometry in ORCA input format:
```
! wB97M-V def2-TZVPD RIJCOSX def2/J DEFGRID3
* xyz 0 1
C -0.319 0.212 -2.570
N -1.549 0.124 -1.802
C -1.900 -0.197 -0.646
N -1.185 -0.229 0.546
N -3.288 -0.392 -0.461
H -0.684 0.018 -3.578
H 0.381 -0.613 -2.401
H 0.161 1.188 -2.535
H -0.507 0.516 0.615
H -1.686 -0.082 1.409
H -3.710 -0.345 -1.368
H -3.562 -1.047 0.258
C 1.933 0.882 2.066
C 2.487 -0.152 1.115
O 3.362 0.173 0.362
O 2.115 -1.412 1.302
H 2.837 1.121 2.624
H 1.165 0.526 2.753
H 1.476 1.765 1.629
H 2.473 -2.056 0.683
*
```

=====

Here is a cluster of 3 separate species, C19H37IN3O11PS in total in a non-equilibrium geometry from the OMol25 dataset. Energies are from ωB97M-V/def2-TZVPD.

energy: -75507.6236 eV
LUMO level: -1.51 eV
SMILES string: O=P(O)(O)[C@]1(c2ccncc2)OS(=O)(=O)O[C@@H]1I.COCCNCCOC.COCCNCCOC
F_max: 7.242 eV Å⁻¹

The geometry in ORCA input format:
```
! wB97M-V def2-TZVPD RIJCOSX def2/J DEFGRID3
* xyz 0 1
O 2.817 0.313 5.151
P 1.519 1.244 4.981
O 0.312 0.572 6.096
O 1.799 2.882 5.502
C 0.847 1.071 3.196
C -0.781 1.228 3.304
C -1.874 -0.019 3.205
C -3.489 0.102 3.354
N -4.123 1.436 3.560
C -3.193 2.599 3.613
C -1.569 2.687 3.532
O 1.079 -0.382 2.927
S 2.147 -0.748 1.632
O 1.592 -1.913 0.772
O 3.558 -1.224 2.066
O 2.138 0.850 0.982
C 1.590 1.848 1.958
I 3.342 3.117 2.367
H 0.068 -0.363 5.820
H 1.306 3.481 4.867
H -1.434 -1.106 3.006
H -4.141 -0.873 3.270
H -3.730 3.660 3.741
H -0.972 3.715 3.595
H 0.766 2.522 1.418
C 1.847 0.684 -2.342
O 2.565 1.212 -3.451
C 1.721 1.750 -4.477
C 1.775 3.288 -4.492
N 1.111 3.860 -3.319
C 1.396 5.285 -3.099
C 2.868 5.706 -2.913
O 3.461 5.261 -1.690
C 3.887 3.906 -1.702
H 2.541 0.084 -1.746
H 1.471 1.488 -1.704
H 1.022 0.043 -2.664
H 0.686 1.386 -4.403
H 2.124 1.388 -5.429
H 1.290 3.658 -5.400
H 2.832 3.573 -4.529
H 1.385 3.350 -2.489
H 0.848 5.573 -2.194
H 0.963 5.860 -3.925
H 2.884 6.801 -2.862
H 3.500 5.444 -3.768
H 4.280 3.600 -2.675
H 3.069 3.259 -1.390
H 4.684 3.792 -0.960
C -4.906 -5.271 -0.452
O -4.294 -4.222 0.288
C -3.476 -4.684 1.371
C -1.981 -4.507 1.053
N -1.539 -5.436 0.012
C -0.227 -5.115 -0.566
C -0.046 -3.733 -1.226
O -0.774 -3.560 -2.444
C -2.152 -3.257 -2.270
H -5.689 -4.831 -1.076
H -4.184 -5.752 -1.115
H -5.365 -6.015 0.206
H -3.705 -5.722 1.656
H -3.717 -4.052 2.232
H -1.396 -4.675 1.962
H -1.839 -3.466 0.743
H -2.218 -5.458 -0.738
H -0.030 -5.879 -1.328
H 0.538 -5.242 0.209
H 1.011 -3.645 -1.504
H -0.238 -2.902 -0.539
H -2.333 -2.624 -1.398
H -2.727 -4.180 -2.208
H -2.500 -2.723 -3.159
*
```

=====

Here is an isolated molecule of C5H7N3 in a non-equilibrium geometry from the OMol25 dataset. Energies are from ωB97M-V/def2-TZVPD.

energy above the lowest of the compared OMol25 structures with the same formula, charge and spin: 69.35 kcal/mol
energy: -9766.3801 eV
LUMO level: 0.76 eV
SMILES string: [H]/N=C1/NC=N[C@@H]1C=C
F_max: 4.836 eV Å⁻¹

The geometry in ORCA input format:
```
! wB97M-V def2-TZVPD RIJCOSX def2/J DEFGRID3
* xyz 0 1
H 0.898 -2.108 -0.030
N 0.053 -2.063 0.480
C -0.251 -0.797 0.545
N -1.499 -0.274 0.843
C -1.237 1.135 1.259
N -0.027 1.571 1.030
C 0.615 0.376 0.508
C 0.926 0.715 -0.888
C 0.543 -0.171 -1.873
H -2.220 -0.723 1.474
H -2.014 1.882 1.432
H 1.550 0.140 1.172
H 1.687 1.412 -1.197
H 1.046 -0.056 -2.879
H -0.068 -1.039 -1.876
*
```

=====

Here is an isolated molecule of C7H5NO in a non-equilibrium geometry from the OMol25 dataset. Energies are from ωB97M-V/def2-TZVPD.

energy above the lowest of the compared OMol25 structures with the same formula, charge and spin: 146.39 kcal/mol
energy: -10870.6518 eV
LUMO level: 0.23 eV
F_max: 2.990 eV Å⁻¹

The geometry in ORCA input format:
```
! wB97M-V def2-TZVPD RIJCOSX def2/J DEFGRID3
* xyz 0 1
C 0.650 -1.601 0.305
C 0.655 0.800 -0.152
C -0.570 -1.775 -0.065
C -2.602 0.491 0.149
C -2.423 -0.665 -0.185
C 1.301 -0.328 -0.146
C 0.490 2.078 -0.226
N -1.703 -1.693 -0.546
O 2.677 -0.487 -0.378
H 1.059 -2.203 1.059
H 0.154 2.592 -1.100
H -3.247 1.236 0.561
H 0.644 2.800 0.547
H 2.915 -1.245 0.175
*
```

=====

Here is a structure of composition C13H13ClF6N2O11P3Ti in a non-equilibrium geometry from the OMol25 dataset. Energies are from ωB97M-V/def2-TZVPD.

energy above the lowest of the compared OMol25 structures with the same formula, charge and spin: 70.51 kcal/mol
energy: -119014.9348 eV
LUMO level (alpha / beta): -1.97 / -1.99 eV
⟨S²⟩: 0.762
F_max: 4.639 eV Å⁻¹

The geometry in ORCA input format:
```
! wB97M-V def2-TZVPD RIJCOSX def2/J DEFGRID3
* xyz 0 2
Ti 0.754 -0.433 0.635
C 4.433 2.702 -0.312
C 3.902 1.604 0.534
O 3.282 1.983 1.672
P 3.669 -0.062 -0.010
O 3.427 -0.252 -1.571
O 5.119 -0.681 0.112
O 2.693 -0.837 0.840
P 0.727 2.324 0.108
O 1.099 3.322 -1.130
O 1.225 0.919 -0.472
O -0.733 2.394 0.349
H 5.415 2.453 -0.715
H 4.510 3.600 0.300
H 3.766 2.921 -1.150
H 2.800 1.253 2.103
H 2.559 0.069 -1.854
H 5.197 -1.586 -0.221
H 0.347 3.923 -1.250
O -2.807 0.038 4.697
C -3.541 -0.072 3.607
O -4.741 -0.140 3.648
C -2.805 -0.126 2.302
C -3.385 -0.216 1.050
Cl -5.046 -0.196 0.763
N -2.408 -0.259 0.097
N -1.202 -0.210 0.712
C -1.427 -0.101 2.038
C -0.285 0.301 2.873
O -0.339 0.443 4.078
O 0.806 0.517 2.168
C -2.511 -0.300 -1.328
C -1.381 -0.038 -2.100
C -1.438 -0.067 -3.481
C -2.631 -0.333 -4.130
C -3.760 -0.582 -3.372
C -3.708 -0.582 -1.988
H -1.841 0.181 4.530
H -0.457 0.237 -1.635
H -0.542 0.133 -4.055
H -2.686 -0.333 -5.210
H -4.705 -0.784 -3.858
H -4.604 -0.807 -1.446
F 0.748 -1.894 -0.750
P 0.455 -3.299 0.297
F 0.299 -4.185 -0.986
F 0.189 -4.440 1.329
F 0.615 -2.177 1.607
F -1.080 -2.853 0.247
F 2.025 -3.471 0.327
*
```

=====

Repeat the fifth record exactly.
Here is a cluster of 3 separate species, C19H37IN3O11PS in total in a non-equilibrium geometry from the OMol25 dataset. Energies are from ωB97M-V/def2-TZVPD.

energy: -75507.6236 eV
LUMO level: -1.51 eV
SMILES string: O=P(O)(O)[C@]1(c2ccncc2)OS(=O)(=O)O[C@@H]1I.COCCNCCOC.COCCNCCOC
F_max: 7.242 eV Å⁻¹

The geometry in ORCA input format:
```
! wB97M-V def2-TZVPD RIJCOSX def2/J DEFGRID3
* xyz 0 1
O 2.817 0.313 5.151
P 1.519 1.244 4.981
O 0.312 0.572 6.096
O 1.799 2.882 5.502
C 0.847 1.071 3.196
C -0.781 1.228 3.304
C -1.874 -0.019 3.205
C -3.489 0.102 3.354
N -4.123 1.436 3.560
C -3.193 2.599 3.613
C -1.569 2.687 3.532
O 1.079 -0.382 2.927
S 2.147 -0.748 1.632
O 1.592 -1.913 0.772
O 3.558 -1.224 2.066
O 2.138 0.850 0.982
C 1.590 1.848 1.958
I 3.342 3.117 2.367
H 0.068 -0.363 5.820
H 1.306 3.481 4.867
H -1.434 -1.106 3.006
H -4.141 -0.873 3.270
H -3.730 3.660 3.741
H -0.972 3.715 3.595
H 0.766 2.522 1.418
C 1.847 0.684 -2.342
O 2.565 1.212 -3.451
C 1.721 1.750 -4.477
C 1.775 3.288 -4.492
N 1.111 3.860 -3.319
C 1.396 5.285 -3.099
C 2.868 5.706 -2.913
O 3.461 5.261 -1.690
C 3.887 3.906 -1.702
H 2.541 0.084 -1.746
H 1.471 1.488 -1.704
H 1.022 0.043 -2.664
H 0.686 1.386 -4.403
H 2.124 1.388 -5.429
H 1.290 3.658 -5.400
H 2.832 3.573 -4.529
H 1.385 3.350 -2.489
H 0.848 5.573 -2.194
H 0.963 5.860 -3.925
H 2.884 6.801 -2.862
H 3.500 5.444 -3.768
H 4.280 3.600 -2.675
H 3.069 3.259 -1.390
H 4.684 3.792 -0.960
C -4.906 -5.271 -0.452
O -4.294 -4.222 0.288
C -3.476 -4.684 1.371
C -1.981 -4.507 1.053
N -1.539 -5.436 0.012
C -0.227 -5.115 -0.566
C -0.046 -3.733 -1.226
O -0.774 -3.560 -2.444
C -2.152 -3.257 -2.270
H -5.689 -4.831 -1.076
H -4.184 -5.752 -1.115
H -5.365 -6.015 0.206
H -3.705 -5.722 1.656
H -3.717 -4.052 2.232
H -1.396 -4.675 1.962
H -1.839 -3.466 0.743
H -2.218 -5.458 -0.738
H -0.030 -5.879 -1.328
H 0.538 -5.242 0.209
H 1.011 -3.645 -1.504
H -0.238 -2.902 -0.539
H -2.333 -2.624 -1.398
H -2.727 -4.180 -2.208
H -2.500 -2.723 -3.159
*
```

=====

Among the records above, which one has the lowest F_max? C30H28F6N2O2PtS

=====

Look up the energy of the sixth one. -9766.3801 eV